Record 1
Here is a single C18H19N3O molecule at a distorted geometry from the Open Molecules 2025 dataset. Energies are from ωB97M-V/def2-TZVPD.

The geometry in XYZ format:
```
41
Properties=species:S:1:pos:R:3:forces:R:3
C 6.177 0.396 -4.439 0.0 0.0 0.0
C 4.963 0.575 -3.584 -0.2 -0.5 0.1
C 4.535 1.888 -3.262 -0.3 0.2 0.2
C 3.436 2.099 -2.489 0.5 0.5 -0.4
N 2.739 1.040 -2.018 0.3 -0.7 -0.2
C 1.628 0.956 -1.243 -0.7 -0.4 0.5
C 1.366 -0.395 -1.082 0.5 0.8 -0.3
C 0.290 -1.035 -0.343 -0.5 -0.3 0.3
C 0.215 -2.428 -0.315 0.1 0.1 -0.1
C -0.802 -3.051 0.381 0.0 0.1 0.0
C -1.758 -2.313 1.059 -0.2 -0.1 0.1
C -1.692 -0.924 1.037 0.2 -0.3 -0.1
N -2.621 -0.108 1.697 0.2 0.4 -0.2
C -3.701 -0.462 2.451 -0.2 0.6 0.0
O -4.049 -1.600 2.664 -0.1 -0.3 0.1
C -4.417 0.753 3.046 -0.2 -0.2 0.2
C -3.674 1.157 4.324 0.0 0.1 -0.2
C -5.870 0.404 3.349 0.2 0.0 -0.1
C -0.669 -0.292 0.337 0.1 -0.2 0.0
N 2.295 -1.132 -1.743 0.1 -0.3 -0.1
C 3.119 -0.274 -2.306 -0.3 0.2 0.2
C 4.252 -0.492 -3.103 0.4 0.4 -0.3
H 7.043 0.860 -3.969 0.1 0.0 0.0
H 6.031 0.873 -5.408 0.0 0.0 -0.1
H 6.388 -0.658 -4.597 0.1 0.0 0.0
H 5.090 2.732 -3.637 0.0 0.1 0.0
H 3.079 3.083 -2.222 0.0 0.0 0.0
H 1.127 1.829 -0.878 -0.1 0.2 0.1
H 0.964 -2.991 -0.846 0.1 -0.1 0.0
H -0.858 -4.129 0.401 0.0 -0.1 0.0
H -2.551 -2.801 1.600 0.0 0.0 0.0
H -2.442 0.882 1.598 -0.2 -0.2 0.1
H -4.382 1.582 2.330 0.0 -0.1 0.0
H -3.697 0.337 5.038 0.0 -0.1 0.1
H -2.634 1.401 4.115 0.1 0.0 0.1
H -4.150 2.024 4.777 0.0 0.1 0.1
H -6.363 1.231 3.855 0.0 0.1 0.0
H -6.407 0.183 2.430 -0.1 0.0 0.0
H -5.909 -0.477 3.984 0.0 -0.1 0.0
H -0.624 0.788 0.325 0.0 0.1 0.0
H 4.533 -1.510 -3.316 0.0 -0.1 0.0
```
Positions in Å, forces in eV/Å.

Results
- energy (Eh) = -936.86476
- energy relative to the best compared isomer or geometry (same formula, charge and spin) (eV) = 0.359
- total charge = 0
- SMILES string = Cc1ccn2cc(-c3cccc(NC(=O)C(C)C)c3)nc2c1
- frontier orbital gap (eV) = 8.5
- F_max (eV/Å) = 1.0
- HOMO energy (eV) = -7.87

Record 2
Here is a single C18H19N3O3 molecule from the Open Molecules 2025 dataset. Energies are from ωB97M-V/def2-TZVPD.

The geometry in XYZ format:
```
43
Properties=species:S:1:pos:R:3:forces:R:3
C -1.258 3.934 4.377 0.1 -0.1 -0.1
C -0.170 3.420 3.445 -0.3 0.0 0.3
C -0.262 1.910 3.265 0.3 0.5 -0.2
O -1.085 1.220 3.815 -0.2 -0.2 0.2
N 0.699 1.440 2.409 0.3 0.1 -0.2
C 0.944 0.132 1.989 0.0 -0.3 0.0
C 0.199 -0.960 2.428 -0.1 0.1 0.2
C 0.497 -2.227 1.967 0.3 0.0 -0.2
C 1.521 -2.428 1.051 0.0 0.1 0.3
C 1.789 -3.801 0.540 0.1 0.2 0.1
O 2.015 -4.765 1.232 -0.1 -0.1 0.1
N 1.822 -3.896 -0.835 0.0 -0.1 -0.7
N 1.234 -2.936 -1.645 0.5 -0.2 0.0
C -0.096 -2.624 -1.535 0.1 -0.2 -0.1
O -0.861 -3.300 -0.886 -0.1 0.0 0.1
C -0.499 -1.418 -2.303 -0.2 0.3 -0.1
C 0.304 -0.285 -2.385 0.0 -0.2 0.0
C -0.136 0.828 -3.078 -0.1 0.1 -0.1
C -1.375 0.837 -3.707 0.1 0.0 0.1
C -1.856 2.043 -4.452 0.0 0.0 0.0
C -2.179 -0.294 -3.607 0.1 0.0 0.0
C -1.754 -1.404 -2.907 0.1 -0.1 0.1
C 2.274 -1.340 0.622 -0.1 -0.1 0.2
C 1.993 -0.074 1.093 0.0 0.0 0.0
H -1.178 5.011 4.501 0.0 0.1 0.0
H -1.172 3.457 5.350 -0.1 0.0 0.1
H -2.239 3.695 3.973 -0.1 0.0 0.0
H 0.817 3.660 3.849 0.0 0.0 -0.1
H -0.258 3.894 2.464 0.1 0.0 0.0
H 1.329 2.128 2.018 -0.2 -0.1 0.1
H -0.606 -0.808 3.126 0.0 0.0 0.0
H -0.080 -3.075 2.302 -0.1 -0.1 0.0
H 1.818 -4.847 -1.195 -0.1 0.3 0.1
H 1.860 -2.340 -2.169 -0.2 -0.2 0.2
H 1.257 -0.252 -1.877 0.1 0.0 0.1
H 0.493 1.706 -3.130 0.0 0.1 0.0
H -2.627 2.553 -3.875 0.0 0.1 0.0
H -1.043 2.743 -4.631 0.0 0.1 0.0
H -2.292 1.755 -5.406 0.0 0.0 -0.1
H -3.150 -0.297 -4.080 -0.1 0.0 -0.1
H -2.381 -2.278 -2.817 -0.1 -0.1 0.0
H 3.100 -1.488 -0.060 0.0 0.0 -0.1
H 2.589 0.768 0.764 0.1 0.1 0.0
```
Positions in Å, forces in eV/Å.

Results
- energy (Eh) = -1087.34688
- energy relative to the best compared isomer or geometry (same formula, charge and spin) (eV) = 0.429
- total charge = 0
- SMILES string = CCC(=O)Nc1ccc(C(=O)NNC(=O)c2ccc(C)cc2)cc1
- frontier orbital gap (eV) = 9.0
- F_max (eV/Å) = 0.7
- HOMO energy (eV) = -8.64

Record 3
Here is a molecular structure, C18H19N6O5PtS2 from the Open Molecules 2025 dataset. Energies are from ωB97M-V/def2-TZVPD.

The geometry in XYZ format:
```
51
Properties=species:S:1:pos:R:3:forces:R:3
Pt -0.402 -1.990 0.644 -0.3 0.1 -0.1
O -1.668 -4.152 2.574 -0.1 -0.1 0.1
S -2.278 -2.888 2.247 0.0 0.3 -0.1
O -3.568 -2.642 2.836 0.0 0.2 -0.1
O -1.303 -1.722 2.540 0.3 -0.3 0.2
O -2.321 -2.674 0.707 0.1 -0.3 -0.1
S 0.097 -2.195 -1.572 -0.1 0.0 0.0
C 1.465 -1.119 -1.495 0.2 0.0 0.1
N 2.023 -0.481 -2.464 -0.1 0.0 -0.1
N 1.419 -0.608 -3.657 0.1 -0.1 0.0
C 1.841 0.136 -4.741 0.0 0.0 -0.1
C 1.084 0.104 -5.917 0.0 0.0 0.0
C 1.485 0.829 -7.024 0.0 0.0 0.0
C 2.641 1.598 -6.987 0.0 0.0 0.0
C 3.391 1.624 -5.819 0.0 0.0 0.0
C 3.006 0.904 -4.700 0.0 0.0 0.0
N 2.132 -0.946 -0.277 -0.1 -0.1 0.0
N 1.495 -1.336 0.725 0.0 0.1 0.0
C 2.277 -1.312 1.938 0.0 0.1 0.0
C 3.667 -1.347 1.861 0.0 0.0 0.1
C 4.409 -1.333 3.029 0.0 0.0 0.0
C 3.772 -1.282 4.263 0.0 0.0 0.0
C 2.388 -1.252 4.323 0.0 0.0 0.0
C 1.627 -1.272 3.162 0.1 0.0 0.0
H 0.522 -1.080 -3.692 0.0 0.0 0.0
H 0.178 -0.490 -5.950 0.0 0.0 0.0
H 0.882 0.797 -7.923 0.0 0.0 0.0
H 2.951 2.169 -7.853 0.0 0.0 0.0
H 4.295 2.220 -5.773 0.0 0.0 0.0
H 3.587 0.928 -3.789 0.0 0.0 0.0
H 4.147 -1.391 0.895 0.0 0.0 0.0
H 5.489 -1.371 2.975 0.0 0.0 0.0
H 4.356 -1.280 5.174 0.0 0.0 0.0
H 1.884 -1.219 5.281 0.0 0.0 0.0
H 0.547 -1.276 3.206 0.0 0.0 0.0
N -1.145 0.952 -0.018 0.3 0.5 -0.4
C -2.025 1.533 0.455 -0.1 -0.6 0.6
N -3.080 2.051 1.065 -0.1 0.4 -0.4
C -2.933 2.874 2.257 0.0 -0.1 0.1
C -3.411 2.091 3.471 0.0 -0.1 0.0
O -4.732 1.619 3.276 0.0 0.1 -0.1
C -4.792 0.720 2.173 0.1 -0.1 0.0
C -4.393 1.430 0.889 -0.1 -0.1 0.1
H -3.537 3.779 2.136 0.0 0.0 0.0
H -1.887 3.160 2.366 0.0 0.0 0.0
H -3.429 2.728 4.356 0.0 0.0 0.0
H -2.738 1.243 3.653 0.0 0.0 0.0
H -5.820 0.365 2.112 0.0 0.0 0.0
H -4.129 -0.137 2.350 -0.1 0.0 0.0
H -5.120 2.214 0.651 0.0 0.0 0.0
H -4.344 0.727 0.060 0.0 0.0 0.0
```
Positions in Å, forces in eV/Å.

Results
- energy (Eh) = -2317.79994
- energy relative to the best compared isomer or geometry (same formula, charge and spin) (eV) = 0.937
- total charge = -1
- frontier orbital gap (alpha / beta) (eV) = 6.5 / 6.5
- F_max (eV/Å) = 0.9
- HOMO energy (alpha / beta) (eV) = -4.79 / -4.79

Record 4
Here is a single C18H19NO3S molecule from the Open Molecules 2025 dataset. Energies are from ωB97M-V/def2-TZVPD.

The geometry in XYZ format:
```
42
Properties=species:S:1:pos:R:3:forces:R:3
C 2.079 2.351 0.298 0.1 0.0 0.0
C 3.427 1.691 0.299 0.0 0.0 0.0
C 4.542 2.385 0.744 0.0 -0.1 0.0
C 5.801 1.809 0.743 0.1 0.0 0.0
C 5.958 0.512 0.289 0.0 0.1 0.1
C 4.863 -0.205 -0.158 0.0 -0.2 -0.1
C 3.599 0.374 -0.155 0.4 0.1 0.1
N 2.461 -0.322 -0.590 -0.1 0.7 0.2
C 2.375 -1.556 -1.130 -0.7 -0.3 -0.1
O 3.292 -2.300 -1.394 0.2 -0.2 -0.1
C 0.913 -1.962 -1.423 0.3 0.2 -0.4
O 0.188 -2.294 -0.237 0.1 -0.4 0.1
C -0.357 -1.321 0.475 -0.3 0.0 0.3
O -0.242 -0.144 0.217 0.0 0.0 0.0
C -1.124 -1.863 1.658 -0.1 0.1 -0.1
C -2.417 -1.093 1.896 -0.3 -0.1 -0.2
S -3.654 -1.440 0.582 0.3 0.1 0.0
C -4.111 0.180 0.006 0.1 -0.3 0.2
C -5.456 0.403 -0.259 0.1 -0.1 0.0
C -5.867 1.633 -0.738 -0.1 0.1 -0.1
C -4.942 2.643 -0.946 -0.1 0.1 0.0
C -3.602 2.411 -0.690 0.0 0.1 0.0
C -3.177 1.179 -0.224 0.0 0.1 0.0
H 1.691 2.439 -0.718 -0.1 0.0 -0.1
H 1.355 1.789 0.890 -0.1 0.0 0.0
H 2.152 3.350 0.718 0.0 0.0 0.0
H 4.420 3.400 1.095 0.0 0.1 0.0
H 6.652 2.372 1.094 0.1 0.1 0.0
H 6.934 0.052 0.281 0.1 -0.1 0.0
H 4.981 -1.214 -0.515 0.0 0.0 0.0
H 1.584 0.168 -0.436 0.1 -0.3 -0.1
H 0.396 -1.157 -1.955 0.0 -0.1 0.1
H 0.920 -2.874 -2.021 0.1 0.2 0.1
H -1.324 -2.922 1.494 0.1 0.0 0.1
H -0.480 -1.762 2.537 0.0 -0.1 0.0
H -2.871 -1.406 2.836 0.1 0.1 0.0
H -2.239 -0.020 1.914 0.0 0.0 0.1
H -6.168 -0.390 -0.087 -0.1 0.0 0.1
H -6.914 1.805 -0.941 -0.1 0.0 0.0
H -5.265 3.607 -1.312 0.0 0.1 0.0
H -2.874 3.191 -0.863 0.1 0.1 0.0
H -2.126 1.004 -0.056 0.0 0.0 0.0
```
Positions in Å, forces in eV/Å.

Results
- energy (Eh) = -1376.01467
- energy relative to the best compared isomer or geometry (same formula, charge and spin) (eV) = 0.110
- total charge = 0
- SMILES string = Cc1ccccc1NC(=O)COC(=O)CCSc1ccccc1
- frontier orbital gap (eV) = 9.1
- F_max (eV/Å) = 0.8
- HOMO energy (eV) = -8.45

Record 5
Here is a single C18H19NO5S molecule at a distorted geometry from the Open Molecules 2025 dataset. Energies are from ωB97M-V/def2-TZVPD.

The geometry in XYZ format:
```
44
Properties=species:S:1:pos:R:3:forces:R:3
C -2.995 -1.615 3.212 0.2 0.1 -0.3
C -1.835 -1.601 2.228 -0.1 -0.5 0.2
O -1.912 -0.486 1.330 0.1 0.3 0.1
C -2.793 -0.602 0.344 -0.4 0.4 -0.1
O -3.548 -1.522 0.186 0.0 -0.1 -0.1
C -2.822 0.628 -0.573 -0.1 -0.4 -0.3
C -2.015 0.363 -1.858 -0.6 0.0 0.0
N -0.595 0.410 -1.618 0.7 -0.8 0.1
S 0.124 -1.130 -1.461 0.1 0.1 -0.1
O -0.801 -1.971 -0.754 0.0 -0.1 0.1
O 0.503 -1.544 -2.777 0.3 0.1 -0.1
C 1.587 -0.905 -0.461 -0.5 -0.1 -0.3
C 2.822 -1.161 -1.023 -0.1 0.0 -0.2
C 3.959 -1.020 -0.247 -0.1 0.0 0.1
C 3.866 -0.625 1.083 0.0 0.0 -0.1
C 5.094 -0.482 1.928 0.0 0.0 0.0
C 2.608 -0.381 1.628 -0.1 -0.1 -0.1
C 1.466 -0.524 0.862 0.0 -0.1 0.3
C -0.173 1.476 -0.819 0.2 0.6 0.4
C 1.142 1.925 -0.880 -0.1 0.4 0.0
C 1.562 2.979 -0.092 0.1 -0.1 -0.1
C 0.662 3.615 0.749 -0.1 0.0 0.0
C -0.656 3.205 0.791 -0.1 -0.1 -0.1
C -1.086 2.136 0.012 0.3 0.0 -0.1
O -2.409 1.810 0.073 0.1 0.1 0.1
H -3.931 -1.767 2.682 -0.1 0.0 0.0
H -3.042 -0.672 3.753 0.0 0.0 0.1
H -2.855 -2.426 3.921 0.0 -0.1 0.1
H -0.883 -1.480 2.750 -0.1 0.0 -0.1
H -1.817 -2.514 1.626 0.1 0.1 0.1
H -3.875 0.783 -0.838 0.3 -0.1 0.1
H -2.263 1.132 -2.598 0.0 -0.1 0.1
H -2.263 -0.621 -2.256 -0.2 0.1 0.0
H 2.868 -1.461 -2.057 0.1 0.0 -0.1
H 4.929 -1.217 -0.679 0.1 0.0 0.0
H 5.978 -0.348 1.312 0.1 0.0 0.0
H 5.000 0.363 2.606 0.0 0.1 0.1
H 5.233 -1.380 2.530 0.1 0.0 0.1
H 2.526 -0.073 2.660 0.0 0.1 0.1
H 0.489 -0.331 1.272 -0.1 0.1 0.1
H 1.822 1.440 -1.564 0.1 0.0 -0.1
H 2.587 3.311 -0.144 0.1 0.0 0.0
H 0.984 4.441 1.364 0.0 0.1 0.1
H -1.378 3.695 1.424 -0.1 0.1 0.1
```
Positions in Å, forces in eV/Å.

Results
- energy (Eh) = -1526.44981
- energy relative to the best compared isomer or geometry (same formula, charge and spin) (eV) = 1.423
- total charge = 0
- SMILES string = CCOC(=O)[C@@H]1CN(S(=O)(=O)c2ccc(C)cc2)c2ccccc2O1
- frontier orbital gap (eV) = 9.0
- F_max (eV/Å) = 1.1
- HOMO energy (eV) = -8.49